Computed, not measured: a molecular structure, C35H32AsBrN7O6SV in a non-equilibrium geometry, with ωB97M-V/def2-TZVPD.

ORCA input file:
```
! RIJCOSX wB97M-V def2-TZVPD def2/J DEFGRID3
* xyz -1 2
V -0.0557 -1.5157 0.6086
O -4.5870 0.4937 3.9040
C -3.7098 -0.0399 2.9872
C -3.3702 -1.4230 2.9992
C -2.4245 -1.8703 2.1135
N -1.8147 -1.0582 1.2390
C -2.1631 0.2647 1.1981
C -3.1145 0.8021 2.0717
C -1.1640 1.0200 0.4029
O -1.2222 2.2704 0.3046
O -0.2149 0.2530 -0.0246
C -1.7588 -3.2340 2.1078
O -2.2149 -4.1896 2.7203
O -0.6619 -3.2001 1.4272
H -4.8223 -0.1823 4.5441
H -3.8091 -2.1151 3.7083
H -3.3298 1.8622 2.0562
O 1.5557 -2.0039 0.4591
C 2.7908 -2.4119 0.4403
C 3.2025 -3.4821 1.2610
C 4.5232 -3.8792 1.3136
C 5.4857 -3.2247 0.5556
C 5.1004 -2.1969 -0.2896
C 3.7772 -1.7808 -0.3809
C 3.3652 -0.7408 -1.3256
N 2.2200 -0.6998 -1.9714
C 2.2672 0.4032 -2.7727
C 3.4599 1.0488 -2.6201
N 4.1595 0.3022 -1.7056
H 2.4448 -3.9874 1.8474
H 4.8099 -4.7022 1.9572
H 6.5236 -3.5267 0.6131
H 5.8480 -1.7293 -0.9221
H 1.4375 0.6517 -3.4141
H 3.8725 1.9340 -3.0725
H 5.0541 0.5315 -1.3145
Br 1.9552 0.3908 6.9209
C 1.3581 -0.0929 5.1899
C 0.7468 0.8479 4.3851
C 0.3321 0.4581 3.1231
N 0.4863 -0.7798 2.6506
C 1.0508 -1.6810 3.4616
C 1.5084 -1.3911 4.7312
H 0.6004 1.8644 4.7183
H -0.1251 1.1873 2.4763
H 1.1107 -2.6876 3.0714
H 1.9618 -2.1541 5.3467
C -0.5695 4.8489 1.4383
As 0.8777 4.1387 0.3424
C 1.9795 5.7685 0.2542
C 0.3235 4.0700 -1.5108
S 2.1675 2.7024 1.1165
H -0.6187 5.9290 1.2985
H -0.3676 4.6233 2.4836
H -1.5015 4.3780 1.1415
H 1.4237 6.5996 -0.1862
H 2.8672 5.5660 -0.3438
H 2.3027 6.0363 1.2594
H -0.0126 5.0586 -1.8244
H -0.4745 3.3464 -1.6208
H 1.1874 3.7587 -2.0980
C -0.4064 -4.2037 -2.6344
C -0.0089 -3.4986 -1.5126
N -0.5801 -2.3380 -1.1699
C -1.5442 -1.8440 -1.9310
C -2.0437 -2.4907 -3.0667
C -1.4373 -3.7089 -3.4044
C -3.2253 -2.0746 -3.7926
C -3.8399 -0.8778 -3.8908
C -3.3441 0.4502 -3.6040
C -4.2233 1.5445 -3.6059
C -3.6920 2.8009 -3.4317
N -2.3801 3.0211 -3.3249
C -1.6315 1.9223 -3.3462
N -2.0278 0.6664 -3.4423
H 0.0720 -5.1417 -2.8801
H 0.7609 -3.8774 -0.8577
H -1.9692 -0.9000 -1.6178
H -1.7876 -4.2466 -4.2783
H -3.7227 -2.8869 -4.3152
H -4.8302 -0.8934 -4.3340
H -5.2864 1.3872 -3.7306
H -4.3244 3.6813 -3.3892
H -0.5584 2.0780 -3.2917
*
```

Calculated values
* <S²>: 0.7957
* energy above the lowest of the compared OMol25 structures with the same formula, charge and spin: 165.9 kJ/mol
* frontier orbital gap (spin up / spin down): 3.707 / 3.515 eV
* highest occupied orbital energy (spin up / spin down): -0.0744 / -0.0679 Ha